Record 1
C4H8O2 | ωB97M-V/def2-TZVPD

Properties
SMILES string: C[C@H](C=O)CO
E_HOMO (eV): -9.8
Total charge: 0
Energy above the lowest of the compared OMol25 structures with the same formula, charge and spin (eV): 1.200

The geometry in XYZ format:
```
14
Properties=species:S:1:pos:R:3:forces:R:3:nbo_charge:R:1
C 1.212852 -0.275786 0.013539 -0.2 -0.3 -0.1 -0.052
C -1.178776 -1.101688 0.235453 0.0 -0.1 0.0 -0.610
H 2.257175 1.326704 -0.386257 0.0 0.0 0.1 0.469
H -0.220155 0.463315 1.386109 0.0 0.0 -0.1 0.234
O 2.125646 0.745110 0.369465 0.1 0.2 -0.2 -0.715
H 1.300726 -0.545124 -1.050309 0.0 0.1 0.2 0.165
C -0.239297 0.092013 0.349715 0.0 0.0 0.0 -0.363
O -1.817858 1.355693 -0.967642 0.5 0.0 0.2 -0.516
H -0.873575 -1.900176 0.919710 0.0 0.1 -0.1 0.211
H -2.205632 -0.811973 0.469739 0.1 0.0 0.0 0.234
C -0.711824 1.256522 -0.491659 -0.3 0.0 -0.1 0.448
H -1.177135 -1.503631 -0.784209 0.0 0.1 0.1 0.212
H 0.037998 2.062223 -0.656560 -0.1 -0.1 0.0 0.099
H 1.489850 -1.163206 0.592910 -0.1 0.1 -0.1 0.185
```
Forces are in eV/Å.

***

Record 2
C4H11N2 | ωB97M-V/def2-TZVPD

Properties
SMILES string: N/C=C/CC[NH3+]
E_HOMO (eV): -12.2
Total charge: +1
Energy above the lowest of the compared OMol25 structures with the same formula, charge and spin (eV): 3.084

The geometry in XYZ format:
```
17
Properties=species:S:1:pos:R:3:forces:R:3:nbo_charge:R:1
C -1.231398 -1.064694 -0.256915 2.3 1.5 -0.4 -0.214
H -2.015094 0.102529 1.350016 1.1 0.6 -2.4 0.448
C 0.787735 0.009687 0.569510 2.0 1.5 -0.9 -0.376
H 0.843548 0.439994 -1.516063 -0.3 0.6 0.3 0.196
N 1.994843 1.814399 -0.392397 1.8 2.2 -1.6 -0.823
H 0.717495 -1.979768 -0.341399 0.9 -0.4 -1.5 0.240
H 2.832302 1.587779 0.291951 -2.3 1.4 -2.4 0.440
C 1.097337 0.820967 -0.511093 0.6 -2.3 2.2 0.008
H -1.800481 -1.796566 0.170189 -1.9 -2.3 -0.2 0.225
N -1.792552 0.218110 0.278023 -2.3 -1.0 1.9 -0.720
C 0.219535 -1.279025 0.261553 -2.8 -0.4 1.1 -0.446
H -1.060767 -0.922702 -1.312288 -1.3 -0.4 -0.5 0.226
H -2.748028 0.409108 -0.114707 1.3 0.1 0.0 0.447
H 0.069646 -1.876396 1.120446 0.2 -0.4 1.5 0.221
H 2.016465 2.487239 -1.294087 0.9 -2.0 3.4 0.424
H -1.032287 0.884094 0.065863 -0.2 0.7 0.7 0.464
H 1.101701 0.145246 1.631397 0.0 0.6 -1.2 0.241
```
Forces are in eV/Å.

***

Record 3
C5H7NO | ωB97M-V/def2-TZVPD

Properties
E_HOMO (eV): -9.6
Total charge: 0
Energy above the lowest of the compared OMol25 structures with the same formula, charge and spin (eV): 2.909

The geometry in XYZ format:
```
14
Properties=species:S:1:pos:R:3:forces:R:3:nbo_charge:R:1
H -1.693297 1.781777 -0.275891 0.1 -0.1 0.0 0.215
C 0.391168 1.128207 0.261080 0.3 0.3 -0.1 -0.134
H -0.290870 -1.691970 1.207572 0.0 0.1 -0.1 0.205
H -2.246657 -0.845293 -0.252471 0.2 0.0 0.0 0.214
C 1.096662 -0.204244 0.147941 -0.1 0.1 0.3 0.079
H 0.829909 2.114971 0.379656 -0.1 -0.2 0.0 0.214
C -1.032424 0.934774 -0.113601 -0.2 0.2 -0.2 -0.094
C -1.241524 -0.508220 -0.520169 0.0 0.0 -0.1 -0.422
O 1.594373 -0.636446 -1.092105 0.2 0.0 0.0 -0.715
H 1.839550 -0.296881 0.950009 -0.1 0.0 -0.1 0.176
H 2.548896 -0.748131 -1.025396 -0.2 0.0 -0.1 0.477
N -0.576643 0.579129 1.255791 -0.1 0.0 0.2 -0.354
H -0.975679 -0.826830 -1.532398 0.0 0.0 0.1 0.219
C -0.243464 -0.780848 0.609979 0.0 -0.5 0.1 -0.080
```
Forces are in eV/Å.

***

| no. | frontier orbital gap (eV) | E_LUMO (eV) |
| --- | --- | --- |
| 1 | 10.5 | 0.7 |
| 2 | 8.8 | -3.4 |
| 3 | 10.4 | 0.8 |